The following is a DFT calculation (wB97M-V/def2-TZVPD) of 16 unconnected molecules or ions with the total composition C84H176O12 in a non-equilibrium geometry.

Computed properties:
E_LUMO: 0.503 eV
relative energy (zero: lowest compared OMol25 entry of this formula, charge and spin): 0.325 eV
E: -114532.1368 eV
orbital gap: 10.490 eV
charge: 0

Last columns: bonded neighbours and bond lengths (Å).
Cartesian coordinates (Å):
1 C 3.88 6.69 -1.49  C2 1.569, H7 1.083, H8 1.077, H9 1.093
2 C 4.49 5.24 -1.55  C1 1.569, C3 1.543, H10 1.022, H11 1.104
3 C 5.23 4.96 -2.87  C2 1.543, C4 1.466, H12 1.059, H13 1.074
4 C 5.85 3.63 -2.86  C3 1.466, C5 1.542, H14 1.136, H15 1.098
5 C 6.91 3.48 -1.75  C4 1.542, C6 1.583, H16 1.123, H17 1.100
6 C 8.06 2.43 -2.05  C5 1.583, H18 1.118, H19 1.108, H20 1.112
7 H 3.32 6.89 -0.59  C1 1.083
8 H 3.25 6.90 -2.33  C1 1.077
9 H 4.67 7.45 -1.58  C1 1.093
10 H 5.19 5.07 -0.83  C2 1.022
11 H 3.69 4.53 -1.29  C2 1.104
12 H 5.95 5.72 -3.03  C3 1.059
13 H 4.59 5.02 -3.73  C3 1.074
14 H 5.14 2.76 -2.69  C4 1.136
15 H 6.36 3.40 -3.80  C4 1.098
16 H 7.30 4.54 -1.72  C5 1.123
17 H 6.40 3.25 -0.81  C5 1.100
18 H 8.49 2.53 -3.08  C6 1.118
19 H 8.85 2.53 -1.28  C6 1.108
20 H 7.68 1.40 -1.94  C6 1.112
21 C 2.81 6.49 2.78  C22 1.622, H27 1.061, H28 1.107, H29 1.074
22 C 3.09 4.91 2.98  C21 1.622, C23 1.553, H30 1.118, H31 1.103
23 C 1.71 4.20 2.98  C22 1.553, C24 1.545, H32 1.098, H33 1.101
24 C 1.63 2.67 3.23  C23 1.545, C25 1.503, H34 1.088, H35 1.081
25 C 0.23 2.13 3.13  C24 1.503, C26 1.535, H36 1.088, H37 1.139
26 C 0.01 0.77 3.81  C25 1.535, H38 1.074, H39 1.064, H40 1.049
27 H 2.29 6.84 3.64  C21 1.061
28 H 2.26 6.65 1.83  C21 1.107
29 H 3.74 7.04 2.76  C21 1.074
30 H 3.69 4.58 2.10  C22 1.118
31 H 3.69 4.77 3.89  C22 1.103
32 H 1.19 4.44 2.05  C23 1.098
33 H 1.18 4.71 3.80  C23 1.101
34 H 2.37 2.25 2.56  C24 1.088
35 H 2.03 2.55 4.23  C24 1.081
36 H -0.55 2.84 3.41  C25 1.088
37 H 0.07 2.09 2.00  C25 1.139
38 H -0.89 0.24 3.60  C26 1.074
39 H 0.71 0.02 3.52  C26 1.064
40 H 0.18 0.79 4.84  C26 1.049
41 C -5.06 1.12 4.06  C42 1.531, H47 1.060, H48 1.089, H49 1.121
42 C -4.04 2.17 3.60  C41 1.531, C43 1.535, H50 1.106, H51 1.093
43 C -4.32 3.07 2.40  C42 1.535, C44 1.561, H52 1.102, H53 1.114
44 C -5.50 4.09 2.49  C43 1.561, C45 1.566, H54 1.128, H55 1.115
45 C -5.15 5.29 3.42  C44 1.566, C46 1.530, H56 1.091, H57 1.078
46 C -6.32 6.28 3.40  C45 1.530, H58 1.068, H59 1.130, H60 1.133
47 H -6.02 1.51 4.27  C41 1.060
48 H -4.69 0.52 4.89  C41 1.089
49 H -5.44 0.42 3.26  C41 1.121
50 H -3.87 2.76 4.52  C42 1.106
51 H -3.02 1.80 3.45  C42 1.093
52 H -4.49 2.45 1.50  C43 1.102
53 H -3.44 3.75 2.34  C43 1.114
54 H -5.75 4.51 1.47  C44 1.128
55 H -6.41 3.64 2.96  C44 1.115
56 H -4.91 4.89 4.41  C45 1.091
57 H -4.30 5.80 3.00  C45 1.078
58 H -6.15 7.25 3.82  C46 1.068
59 H -6.49 6.56 2.32  C46 1.130
60 H -7.28 5.81 3.77  C46 1.133
61 C -4.24 6.57 -1.04  C62 1.507, H67 1.114, H68 1.079, H69 1.065
62 C -3.84 7.24 0.25  C61 1.507, C63 1.528, H70 1.113, H71 1.127
63 C -2.54 6.71 0.87  C62 1.528, C64 1.523, H72 1.118, H73 1.135
64 C -2.13 7.45 2.14  C63 1.523, C65 1.533, H74 1.050, H75 1.128
65 C -1.39 6.64 3.20  C64 1.533, C66 1.489, H76 1.147, H77 1.121
66 C -1.15 7.38 4.47  C65 1.489, H78 1.078, H79 1.095, H80 1.069
67 H -3.51 6.88 -1.82  C61 1.114
68 H -5.22 6.94 -1.31  C61 1.079
69 H -4.17 5.51 -0.92  C61 1.065
70 H -3.76 8.34 0.13  C62 1.113
71 H -4.65 7.04 1.00  C62 1.127
72 H -1.82 6.59 0.02  C63 1.118
73 H -2.74 5.63 1.15  C63 1.135
74 H -1.59 8.32 1.94  C64 1.050
75 H -3.09 7.72 2.67  C64 1.128
76 H -1.94 5.65 3.40  C65 1.147
77 H -0.40 6.29 2.79  C65 1.121
78 H -1.10 6.72 5.32  C66 1.078
79 H -0.28 8.05 4.37  C66 1.095
80 H -1.96 8.05 4.69  C66 1.069
81 C 0.13 1.74 -6.27  C82 1.579, H87 1.084, H88 1.087, H89 1.077
82 C -1.37 2.20 -6.46  C81 1.579, C83 1.502, H90 1.062, H91 1.121
83 C -2.06 2.46 -5.15  C82 1.502, C84 1.527, H92 1.085, H93 1.058
84 C -2.08 1.29 -4.17  C83 1.527, C85 1.504, H94 1.101, H95 1.114
85 C -2.94 1.48 -2.96  C84 1.504, C86 1.556, H96 1.103, H97 1.108
86 C -2.45 2.62 -2.01  C85 1.556, H98 1.060, H99 1.116, H100 1.068
87 H 0.56 1.40 -7.20  C81 1.084
88 H 0.10 0.82 -5.70  C81 1.087
89 H 0.68 2.50 -5.75  C81 1.077
90 H -1.45 2.98 -7.18  C82 1.062
91 H -1.86 1.34 -6.98  C82 1.121
92 H -3.11 2.60 -5.39  C83 1.085
93 H -1.68 3.34 -4.70  C83 1.058
94 H -2.51 0.36 -4.58  C84 1.101
95 H -1.06 1.02 -3.82  C84 1.114
96 H -4.00 1.68 -3.19  C85 1.103
97 H -2.86 0.55 -2.36  C85 1.108
98 H -2.62 2.37 -0.99  C86 1.060
99 H -1.34 2.62 -2.05  C86 1.116
100 H -2.86 3.59 -2.17  C86 1.068
101 C -0.97 -6.99 -3.27  C102 1.591, H107 1.077, H108 1.108, H109 1.049
102 C 0.43 -6.28 -3.06  C101 1.591, C103 1.546, H110 1.081, H111 1.089
103 C 1.27 -6.73 -1.84  C102 1.546, C104 1.510, H112 1.039, H113 1.136
104 C 2.69 -6.23 -1.95  C103 1.510, C105 1.560, H114 1.061, H115 1.104
105 C 2.85 -4.70 -1.70  C104 1.560, C106 1.533, H116 1.108, H117 1.089
106 C 4.25 -4.27 -2.15  C105 1.533, H118 1.105, H119 1.073, H120 1.088
107 H -1.71 -6.74 -2.53  C101 1.077
108 H -0.79 -8.08 -3.33  C101 1.108
109 H -1.31 -6.65 -4.21  C101 1.049
110 H 1.03 -6.45 -3.94  C102 1.081
111 H 0.44 -5.19 -3.00  C102 1.089
112 H 1.20 -7.73 -1.57  C103 1.039
113 H 0.72 -6.19 -1.00  C103 1.136
114 H 3.28 -6.70 -1.20  C104 1.061
115 H 3.08 -6.45 -2.96  C104 1.104
116 H 2.10 -4.09 -2.24  C105 1.108
117 H 2.80 -4.43 -0.64  C105 1.089
118 H 4.44 -3.19 -2.00  C106 1.105
119 H 4.96 -4.87 -1.62  C106 1.073
120 H 4.45 -4.42 -3.21  C106 1.088
121 C 0.80 -2.02 -8.63  C122 1.577, H127 1.116, H128 1.130, H129 1.093
122 C 0.73 -2.07 -7.05  C121 1.577, C123 1.544, H130 1.102, H131 1.088
123 C -0.71 -2.40 -6.61  C122 1.544, C124 1.575, H132 1.114, H133 1.057
124 C -0.89 -2.80 -5.10  C123 1.575, C125 1.509, H134 1.101, H135 1.086
125 C -2.29 -3.25 -4.76  C124 1.509, C126 1.513, H136 1.094, H137 1.075
126 C -2.45 -3.85 -3.38  C125 1.513, H138 1.112, H139 1.115, H140 1.082
127 H 0.22 -1.23 -9.15  C121 1.116
128 H 0.48 -3.03 -9.04  C121 1.130
129 H 1.83 -1.93 -9.00  C121 1.093
130 H 1.37 -2.86 -6.63  C122 1.102
131 H 1.09 -1.15 -6.59  C122 1.088
132 H -1.17 -3.16 -7.28  C123 1.114
133 H -1.27 -1.54 -6.86  C123 1.057
134 H -0.21 -3.65 -4.92  C124 1.101
135 H -0.49 -2.04 -4.44  C124 1.086
136 H -2.97 -2.39 -4.81  C125 1.094
137 H -2.58 -3.95 -5.52  C125 1.075
138 H -1.87 -4.80 -3.28  C126 1.112
139 H -2.13 -3.11 -2.61  C126 1.115
140 H -3.48 -4.16 -3.24  C126 1.082
141 C -4.06 -6.52 8.65  C142 1.584, H147 1.082, H148 1.138, H149 1.068
142 C -4.58 -6.50 7.15  C141 1.584, C143 1.530, H150 1.071, H151 1.091
143 C -4.66 -5.12 6.50  C142 1.530, C144 1.565, H152 1.104, H153 1.065
144 C -3.28 -4.57 6.03  C143 1.565, C145 1.539, H154 1.087, H155 1.054
145 C -3.42 -3.06 5.79  C144 1.539, C146 1.567, H156 1.078, H157 1.083
146 C -2.15 -2.47 5.09  C145 1.567, H158 1.099, H159 1.098, H160 1.139
147 H -3.14 -5.96 8.71  C141 1.082
148 H -3.77 -7.54 9.06  C141 1.138
149 H -4.83 -6.16 9.29  C141 1.068
150 H -3.88 -7.11 6.63  C142 1.071
151 H -5.59 -6.92 7.04  C142 1.091
152 H -5.09 -4.45 7.27  C143 1.104
153 H -5.25 -5.13 5.62  C143 1.065
154 H -2.60 -4.66 6.88  C144 1.087
155 H -2.84 -5.04 5.20  C144 1.054
156 H -4.29 -2.84 5.19  C145 1.078
157 H -3.59 -2.53 6.72  C145 1.083
158 H -1.73 -3.24 4.43  C146 1.099
159 H -2.32 -1.60 4.43  C146 1.098
160 H -1.36 -2.18 5.86  C146 1.139
161 C -1.70 -6.82 1.04  C162 1.549, H167 1.116, H168 1.094, H169 1.085
162 C -2.99 -5.99 1.23  C161 1.549, C163 1.490, H170 1.069, H171 1.053
163 C -2.82 -4.59 0.74  C162 1.490, C164 1.519, H172 1.077, H173 1.059
164 C -4.12 -3.82 0.87  C163 1.519, C165 1.520, H174 1.090, H175 1.094
165 C -4.72 -3.72 2.26  C164 1.520, C166 1.538, H176 1.091, H177 1.086
166 C -6.00 -2.86 2.22  C165 1.538, H178 1.089, H179 1.116, H180 1.071
167 H -1.83 -7.92 1.17  C161 1.116
168 H -0.91 -6.40 1.68  C161 1.094
169 H -1.29 -6.59 0.06  C161 1.085
170 H -3.85 -6.41 0.75  C162 1.069
171 H -3.17 -5.99 2.27  C162 1.053
172 H -2.51 -4.68 -0.29  C163 1.077
173 H -2.07 -4.11 1.32  C163 1.059
174 H -4.00 -2.78 0.58  C164 1.090
175 H -4.79 -4.36 0.19  C164 1.094
176 H -4.99 -4.69 2.67  C165 1.091
177 H -4.02 -3.29 2.97  C165 1.086
178 H -5.65 -1.85 2.03  C166 1.089
179 H -6.73 -3.17 1.43  C166 1.116
180 H -6.55 -2.95 3.14  C166 1.071
181 C 7.37 -1.12 -2.52  C182 1.489, H187 1.084, H188 1.092, H189 1.070
182 C 6.84 -0.36 -3.68  C181 1.489, C183 1.582, H190 1.066, H191 1.075
183 C 5.99 -1.32 -4.62  C182 1.582, C184 1.563, H192 1.110, H193 1.046
184 C 4.95 -0.55 -5.50  C183 1.563, C185 1.573, H194 1.081, H195 1.099
185 C 3.85 0.22 -4.68  C184 1.573, C186 1.539, H196 1.096, H197 1.119
186 C 2.71 -0.66 -4.14  C185 1.539, H198 1.123, H199 1.094, H200 1.101
187 H 8.06 -0.55 -1.91  C181 1.084
188 H 7.98 -1.97 -2.83  C181 1.092
189 H 6.64 -1.59 -1.88  C181 1.070
190 H 6.13 0.34 -3.30  C182 1.066
191 H 7.53 0.26 -4.21  C182 1.075
192 H 5.43 -1.95 -3.90  C183 1.110
193 H 6.65 -1.90 -5.18  C183 1.046
194 H 5.39 0.13 -6.21  C184 1.081
195 H 4.44 -1.27 -6.16  C184 1.099
196 H 4.29 0.81 -3.87  C185 1.096
197 H 3.36 0.98 -5.34  C185 1.119
198 H 2.18 -1.39 -4.81  C186 1.123
199 H 2.98 -1.29 -3.28  C186 1.094
200 H 1.89 -0.04 -3.76  C186 1.101
201 O 1.03 -4.23 5.65  C202 1.223
202 C 1.24 -4.54 4.49  O201 1.223, O203 1.378, C206 1.557
203 O 2.28 -5.34 4.07  C202 1.378, C204 1.441
204 C 2.20 -5.51 2.64  O203 1.441, C205 1.521, H207 1.138, H208 1.039
205 C 1.44 -4.32 2.07  C204 1.521, C206 1.546, H209 1.103, H210 1.081
206 C 0.48 -3.99 3.24  C202 1.557, C205 1.546, H211 1.074, H212 1.055
207 H 1.71 -6.49 2.33  C204 1.138
208 H 3.16 -5.65 2.28  C204 1.039
209 H 0.92 -4.60 1.14  C205 1.103
210 H 2.11 -3.48 1.95  C205 1.081
211 H -0.45 -4.49 3.06  C206 1.074
212 H 0.32 -2.96 3.37  C206 1.055
213 O 6.10 1.04 0.00  C214 1.196
214 C 5.53 0.02 0.26  O213 1.196, O215 1.312, C218 1.508
215 O 5.98 -0.88 1.10  C214 1.312, C216 1.418
216 C 5.12 -2.01 1.10  O215 1.418, C217 1.583, H219 1.055, H220 1.091
217 C 3.75 -1.39 0.62  C216 1.583, C218 1.469, H221 1.103, H222 1.069
218 C 4.24 -0.44 -0.37  C214 1.508, C217 1.469, H223 1.095, H224 1.046
219 H 5.08 -2.42 2.07  C216 1.055
220 H 5.44 -2.78 0.40  C216 1.091
221 H 3.21 -0.99 1.50  C217 1.103
222 H 3.20 -2.22 0.22  C217 1.069
223 H 3.60 0.44 -0.51  C218 1.095
224 H 4.36 -1.00 -1.25  C218 1.046
225 O 2.03 1.72 -1.02  C226 1.170
226 C 1.63 2.65 -1.61  O225 1.170, O227 1.341, C230 1.572
227 O 0.95 3.64 -1.02  C226 1.341, C228 1.431
228 C 0.61 4.76 -1.84  O227 1.431, C229 1.541, H231 1.077, H232 1.085
229 C 1.18 4.47 -3.24  C228 1.541, C230 1.587, H233 1.065, H234 1.131
230 C 1.68 2.97 -3.15  C226 1.572, C229 1.587, H235 1.089, H236 1.083
231 H 1.14 5.58 -1.38  C228 1.077
232 H -0.45 4.92 -1.73  C228 1.085
233 H 2.01 5.13 -3.36  C229 1.065
234 H 0.36 4.65 -4.00  C229 1.131
235 H 2.68 2.81 -3.53  C230 1.089
236 H 0.99 2.29 -3.65  C230 1.083
237 O -8.68 -0.07 -0.39  C238 1.198
238 C -7.51 -0.33 -0.50  O237 1.198, O239 1.367, C242 1.510
239 O -6.54 0.48 0.02  C238 1.367, C240 1.468
240 C -5.24 0.01 -0.47  O239 1.468, C241 1.497, H243 1.114, H244 1.119
241 C -5.54 -0.65 -1.78  C240 1.497, C242 1.569, H245 1.063, H246 1.103
242 C -6.88 -1.37 -1.39  C238 1.510, C241 1.569, H247 1.122, H248 1.128
243 H -4.77 -0.73 0.21  C240 1.114
244 H -4.60 0.93 -0.48  C240 1.119
245 H -4.84 -1.37 -2.14  C241 1.063
246 H -5.68 0.01 -2.65  C241 1.103
247 H -6.63 -2.34 -0.89  C242 1.122
248 H -7.61 -1.48 -2.24  C242 1.128
249 O -1.62 -1.18 1.71  C250 1.185
250 C -0.95 -1.06 0.75  O249 1.185, O251 1.376, C254 1.533
251 O -1.46 -0.76 -0.50  C250 1.376, C252 1.386
252 C -0.41 -0.61 -1.39  O251 1.386, C253 1.507, H255 1.126, H256 1.094
253 C 0.79 -1.30 -0.79  C252 1.507, C254 1.526, H257 1.136, H258 1.096
254 C 0.58 -1.00 0.69  C250 1.533, C253 1.526, H259 1.071, H260 1.077
255 H -0.17 0.46 -1.63  C252 1.126
256 H -0.69 -1.11 -2.32  C252 1.094
257 H 1.82 -0.98 -1.14  C253 1.136
258 H 0.73 -2.37 -1.04  C253 1.096
259 H 0.87 0.01 0.85  C254 1.071
260 H 1.10 -1.69 1.34  C254 1.077
261 O 2.61 -1.54 4.00  C262 1.183
262 C 3.43 -0.81 4.43  O261 1.183, O263 1.318, C266 1.567
263 O 4.36 -0.32 3.63  C262 1.318, C264 1.458
264 C 5.04 0.79 4.29  O263 1.458, C265 1.523, H267 1.094, H268 1.059
265 C 5.02 0.48 5.78  C264 1.523, C266 1.517, H269 1.063, H270 1.040
266 C 3.79 -0.40 5.90  C262 1.567, C265 1.517, H271 1.066, H272 1.086
267 H 4.51 1.70 4.01  C264 1.094
268 H 5.99 0.86 3.83  C264 1.059
269 H 4.92 1.38 6.34  C265 1.063
270 H 5.92 0.02 6.04  C265 1.040
271 H 2.94 0.12 6.27  C266 1.066
272 H 4.02 -1.28 6.50  C266 1.086